# 1
C40H44AsN3O3PdS6 | the ωB97M-V functional and the def2-TZVPD basis

Its total energy is -182133.5587 eV. The calculation puts the largest force on an atom at 0.4 eV/A. As for the total charge: 0. For the HOMO energy (spin up / spin down), the calculation gives -5.19 / -7.16 eV. Its energy above the lowest of the compared OMol25 structures with the same formula, charge and spin is 35.9 kcal/mol. As for the spin multiplicity: 5. For the frontier orbital gap (spin up / spin down), the calculation gives 0.1491 / 0.1621 Ha.

Geometry (Å):
Pd: 1.62 -0.46 -2.36
S: 4.13 2.31 -8.58
C: 3.62 1.65 -7.19
S: 2.93 0.05 -7.08
C: 2.66 0.03 -5.36
C: 3.03 1.20 -4.68
S: 2.88 1.47 -3.01
S: 3.70 2.46 -5.66
S: 2.04 -1.35 -4.64
C: 3.73 -4.43 3.60
C: 3.46 -3.66 2.31
C: 2.39 -4.34 1.48
N: 2.12 -3.64 0.22
C: 1.00 -3.04 -0.19
S: 0.89 -2.70 -1.92
N: -0.01 -2.73 0.57
C: -0.19 -2.84 2.05
O: -0.97 -3.73 2.41
C: 0.58 -1.94 2.81
C: 1.37 -0.84 2.17
C: 2.25 0.00 3.16
C: 2.37 -0.48 4.56
C: 1.52 -1.42 5.03
C: 0.60 -2.11 4.21
H: 4.49 -3.94 4.20
H: 4.07 -5.45 3.39
H: 2.82 -4.49 4.20
H: 4.38 -3.58 1.72
H: 3.14 -2.65 2.56
H: 1.46 -4.43 2.05
H: 2.70 -5.36 1.22
H: 2.79 -3.77 -0.52
H: -0.83 -2.40 0.08
H: 1.96 -1.19 1.32
H: 3.22 0.21 2.71
H: 3.10 0.00 5.20
H: 1.57 -1.70 6.08
H: -0.03 -2.89 4.63
C: 5.41 -2.02 -1.72
O: 4.12 -1.67 -2.27
C: 3.31 -1.00 -1.48
O: 3.49 -0.67 -0.35
H: 5.67 -2.99 -2.15
H: 5.36 -2.07 -0.63
H: 6.13 -1.27 -2.03
C: -4.13 3.91 3.64
C: -3.51 2.96 2.65
C: -3.51 1.59 2.87
C: -2.94 0.70 1.96
C: -2.95 -0.76 2.33
C: -2.37 1.20 0.78
As: -1.64 -0.12 -0.49
N: 0.14 0.53 -0.67
C: 0.79 0.94 0.40
C: 0.55 0.47 1.81
C: 1.30 1.24 2.93
C: 2.03 2.46 2.55
C: 2.32 2.71 1.24
C: 1.80 1.92 0.20
C: -2.60 0.54 -2.10
C: -4.00 0.44 -1.99
C: -4.69 -0.15 -0.78
C: -4.81 0.88 -3.03
C: -4.29 1.40 -4.20
C: -5.18 1.88 -5.31
C: -2.91 1.44 -4.32
C: -2.06 1.01 -3.30
C: -0.59 1.06 -3.58
C: -2.36 2.58 0.54
C: -1.76 3.22 -0.69
C: -2.93 3.43 1.48
H: -4.50 3.38 4.51
H: -4.96 4.45 3.19
H: -3.40 4.65 3.97
H: -3.95 1.20 3.78
H: -3.72 -0.96 3.08
H: -1.99 -1.08 2.75
H: -3.15 -1.42 1.48
H: -0.50 0.34 2.01
H: 0.66 1.39 3.80
H: 2.40 3.12 3.32
H: 2.94 3.56 0.98
H: 2.01 2.21 -0.82
H: -4.17 -1.03 -0.40
H: -5.70 -0.46 -1.05
H: -4.77 0.57 0.03
H: -5.88 0.79 -2.91
H: -6.23 1.80 -5.04
H: -5.02 1.30 -6.22
H: -4.97 2.93 -5.55
H: -2.47 1.81 -5.24
H: -0.40 1.26 -4.63
H: -0.16 0.07 -3.38
H: -0.06 1.79 -2.98
H: -1.06 2.58 -1.20
H: -1.22 4.13 -0.40
H: -2.55 3.51 -1.39
H: -2.92 4.50 1.29

Results of the Mulliken charge analysis, in e, for atoms 1 through 4: number 1, Pd, carries -0.298; number 2, S, carries -0.180; number 3, C, carries 0.120; number 4, S, carries -0.057

---

# 2
C40H45BBr2CaN11O3P2S | the ωB97M-V functional and the def2-TZVPD basis

Its total energy is -253362.2105 eV. The calculation puts the largest force on an atom at 2.2 eV/A. As for the total charge: -1. For the HOMO energy, the calculation gives -1.46 eV. Its energy above the lowest of the compared OMol25 structures with the same formula, charge and spin is 21.6 kcal/mol. For the frontier orbital gap, the calculation gives 0.1289 Ha.

Geometry (Å):
Ca: -0.69 0.36 -0.92
Br: -1.17 -4.57 -5.76
C: -1.04 -3.20 -4.43
C: -1.63 -3.45 -3.16
C: -1.44 -2.46 -2.22
N: -0.78 -1.32 -2.40
C: -0.29 -1.03 -3.70
C: -0.39 -2.05 -4.71
C: 0.21 0.24 -3.92
C: 0.67 0.70 -5.22
C: 0.94 2.01 -5.39
Br: 1.55 2.64 -7.09
C: 0.78 2.96 -4.34
C: 0.44 2.43 -3.11
N: 0.22 1.14 -2.84
H: -2.18 -4.35 -2.94
H: -1.82 -2.63 -1.21
H: 0.03 -1.90 -5.70
H: 0.76 0.01 -6.04
H: 0.92 4.02 -4.49
H: 0.35 3.12 -2.28
C: 0.99 -3.48 -0.42
P: 1.10 -1.71 0.09
C: 2.49 -1.16 -0.99
C: 2.03 -1.90 1.69
C: 3.02 -2.87 1.87
C: 3.63 -3.05 3.10
C: 3.25 -2.27 4.18
C: 2.29 -1.29 4.01
C: 1.68 -1.07 2.77
P: 0.51 0.32 2.47
C: 1.44 1.67 3.33
C: -0.72 -0.03 3.81
H: 1.95 -3.99 -0.38
H: 0.62 -3.51 -1.45
H: 0.28 -4.00 0.22
H: 3.33 -1.86 -0.98
H: 2.82 -0.18 -0.64
H: 2.10 -1.06 -2.01
H: 3.33 -3.49 1.04
H: 4.40 -3.80 3.21
H: 3.71 -2.42 5.15
H: 2.02 -0.67 4.86
H: 1.65 1.43 4.38
H: 0.83 2.58 3.30
H: 2.37 1.85 2.80
H: -0.25 -0.07 4.79
H: -1.20 -0.97 3.59
H: -1.48 0.76 3.81
N: -2.69 2.89 0.50
C: -3.23 2.11 -0.52
N: -4.53 2.00 -0.73
N: -4.63 1.13 -1.76
N: -3.45 0.78 -2.15
N: -2.53 1.39 -1.39
C: -1.37 3.23 0.58
N: -0.96 4.38 1.17
N: 0.33 4.39 1.07
N: 0.69 3.28 0.46
N: -0.36 2.51 0.14
H: -3.32 3.57 0.90
O: -1.86 -0.85 0.88
S: -3.30 -0.79 0.48
C: -4.24 -0.52 2.01
C: -5.27 0.41 2.00
C: -6.00 0.64 3.17
C: -5.67 -0.03 4.34
C: -4.64 -0.96 4.34
C: -3.93 -1.22 3.18
C: -3.87 -2.48 0.28
C: -3.27 -3.56 0.89
C: -3.79 -4.83 0.69
C: -4.90 -5.01 -0.13
C: -5.48 -3.91 -0.77
C: -4.96 -2.65 -0.57
H: -5.50 0.95 1.10
H: -6.81 1.36 3.16
H: -6.22 0.17 5.25
H: -4.39 -1.49 5.25
H: -3.15 -1.96 3.17
H: -2.38 -3.42 1.49
H: -3.33 -5.69 1.16
H: -5.31 -6.00 -0.28
H: -6.32 -4.06 -1.43
H: -5.37 -1.78 -1.08
C: 3.85 2.30 -2.39
C: 3.98 3.24 -1.20
C: 4.95 4.36 -1.52
O: 2.66 3.81 -0.95
B: 2.09 3.06 0.02
O: 2.92 2.15 0.58
C: 4.26 2.48 0.13
C: 4.86 3.39 1.21
C: 5.07 1.21 0.02
H: 3.40 2.85 -3.22
H: 3.17 1.47 -2.17
H: 4.82 1.92 -2.70
H: 4.75 4.74 -2.52
H: 5.98 3.98 -1.49
H: 4.86 5.18 -0.81
H: 4.26 4.30 1.31
H: 5.89 3.65 0.97
H: 4.83 2.86 2.16
H: 4.68 0.54 -0.74
H: 5.03 0.69 0.98
H: 6.11 1.44 -0.21

Results of the Mulliken charge analysis, in e, for atoms 1 through 4: number 1, Ca, carries 2.851; number 2, Br, carries -0.284; number 3, C, carries -0.409; number 4, C, carries -0.667